Record 1
{"formula": "C6H8N", "method": "ωB97M-V with the def2-TZVPD basis set", "lumo_ev": [-6.3, -6.3], "total_energy_ev": -7829.50718, "e_above_lowest_ev": 6.181, "total_charge": 1, "e_homo_ev": [-13.48, -13.48], "orbital_gap_ev": [7.15, 7.15], "species": ["C", "C", "C", "C", "C", "C", "N", "H", "H", "H", "H", "H", "H", "H", "H"], "xyz": [[3.627619, -0.403186, -0.378106], [-1.052485, 1.154936, -0.139801], [2.524892, 0.021780, 0.075949], [0.138405, 0.901752, 0.171980], [-2.260302, 0.101477, -0.553721], [1.302273, 0.324007, 0.739201], [-2.381748, -0.966476, 0.367702], [3.499850, -1.457891, -0.855208], [-1.419570, 2.146018, -0.167659], [4.611494, 0.138400, -0.542187], [-2.342049, -0.239595, -1.530090], [-3.268600, 0.612006, -0.469157], [1.274871, 0.030582, 1.720269], [-2.567139, -0.669210, 1.220535], [-1.687509, -1.694601, 0.340298]], "forces_ev_per_angstrom": [[1.300, -1.337, -1.809], [-1.641, -0.679, -1.388], [-3.379, 1.293, 1.495], [2.836, -2.125, 0.854], [-1.625, 0.600, 2.848], [0.956, 0.872, -4.077], [1.240, -1.573, -4.703], [0.440, 1.672, 0.817], [-0.199, 1.177, 0.095], [-1.418, -0.686, 0.489], [1.213, -0.432, -2.072], [1.547, 0.437, 0.171], [-0.208, -0.487, 2.443], [-1.118, 1.308, 4.889], [0.057, -0.040, -0.052]]}



Record 2
{"formula": "C34H37BaN5O4S2", "method": "ωB97M-V with the def2-TZVPD basis set", "lumo_ev": 0.1, "total_energy_ev": -73867.70333, "e_above_lowest_ev": 0.217, "total_charge": 0, "e_homo_ev": -7.08, "orbital_gap_ev": 7.16, "species": ["Ba", "C", "C", "C", "O", "C", "O", "O", "H", "H", "H", "H", "H", "H", "H", "C", "N", "C", "C", "C", "C", "C", "N", "C", "C", "C", "C", "C", "C", "H", "H", "H", "H", "H", "H", "H", "H", "H", "H", "H", "C", "C", "C", "N", "C", "S", "N", "C", "O", "C", "C", "C", "C", "C", "C", "H", "H", "H", "H", "H", "H", "H", "H", "H", "H", "H", "H", "H", "H", "S", "C", "N", "C", "C", "C", "C", "C", "C", "H", "H", "H", "H", "H"], "xyz": [[1.868262, -1.629423, 0.719935], [-0.148478, -3.946364, -3.564953], [1.241341, -3.824960, -2.956993], [2.290140, -3.464360, -3.995453], [1.615941, -5.054616, -2.320669], [1.185388, -2.780193, -1.823870], [0.402401, -3.007566, -0.860173], [1.947697, -1.778023, -1.881283], [-0.157728, -4.738245, -4.319068], [-0.439953, -3.013513, -4.048575], [-0.873099, -4.172876, -2.783639], [2.312010, -4.232257, -4.771124], [3.270686, -3.406517, -3.525430], [2.072298, -2.499230, -4.450191], [1.111140, -5.767263, -2.722936], [0.493556, 1.946266, 1.944444], [1.311740, 0.762735, 2.187510], [1.923636, 0.736732, 3.327074], [2.741004, -0.299927, 3.856729], [3.388641, -0.199697, 5.100648], [4.075016, -1.392466, 5.284694], [3.808777, -2.161419, 4.143089], [3.008681, -1.524153, 3.276883], [-0.765129, 1.980783, 2.781842], [-1.625958, 0.884948, 2.804078], [-2.804859, 0.928024, 3.529547], [-3.141382, 2.068123, 4.252669], [-2.280474, 3.153533, 4.255844], [-1.096638, 3.104950, 3.526777], [0.211457, 1.940625, 0.888723], [1.061451, 2.867198, 2.122466], [1.828339, 1.599157, 3.998699], [3.347599, 0.646971, 5.769062], [4.686586, -1.682514, 6.123649], [4.175288, -3.156932, 3.929892], [-1.366927, -0.001547, 2.235406], [-3.464745, 0.069024, 3.541122], [-4.061055, 2.102476, 4.821689], [-2.523579, 4.039205, 4.828485], [-0.428334, 3.958034, 3.530665], [-5.053912, 4.447122, 0.958253], [-4.645730, 3.065130, 0.467312], [-3.131398, 2.933813, 0.397020], [-2.739447, 1.600797, -0.049732], [-1.756382, 1.231989, -0.870180], [-1.126096, -0.318016, -0.871882], [-1.242982, 2.182087, -1.742006], [-1.884140, 3.152186, -2.517650], [-1.225342, 4.003088, -3.066454], [-3.361531, 3.049817, -2.697347], [-4.096495, 4.224710, -2.802876], [-5.464133, 4.168196, -3.013304], [-6.094176, 2.937448, -3.147884], [-5.355719, 1.764195, -3.071908], [-3.990297, 1.817265, -2.838297], [-6.137864, 4.532590, 1.022644], [-4.695531, 5.220756, 0.276375], [-4.637381, 4.648491, 1.946759], [-5.072848, 2.867555, -0.517582], [-5.030080, 2.300502, 1.149646], [-2.699074, 3.104369, 1.387947], [-2.716072, 3.684515, -0.271109], [-3.062646, 0.843557, 0.534932], [-0.291694, 1.997564, -2.029009], [-3.585487, 5.175329, -2.721171], [-6.039148, 5.081931, -3.081670], [-7.161407, 2.892990, -3.320040], [-5.841387, 0.805318, -3.192630], [-3.415698, 0.901235, -2.779075], [5.220425, -5.934044, 0.439416], [3.857804, -4.907994, 0.726680], [3.898620, -3.737804, 0.193667], [5.063390, -3.571651, -0.538010], [5.395049, -2.445826, -1.291965], [6.593232, -2.435279, -1.971744], [7.462930, -3.531653, -1.919606], [7.139451, -4.662234, -1.197785], [5.928191, -4.672684, -0.512006], [3.035377, -5.265412, 1.329502], [4.696580, -1.621432, -1.360788], [6.862077, -1.570956, -2.563314], [8.398030, -3.498475, -2.461909], [7.802204, -5.515812, -1.168484]], "forces_ev_per_angstrom": [[-0.019, 0.428, 0.496], [0.005, -0.003, 0.028], [-0.012, 0.026, -0.037], [-0.039, -0.023, 0.032], [0.017, -0.025, -0.001], [0.064, -0.071, -0.032], [0.029, -0.167, -0.149], [0.084, -0.065, -0.055], [0.000, 0.005, -0.026], [-0.007, 0.007, -0.009], [-0.004, -0.009, -0.004], [-0.001, 0.000, -0.011], [0.017, -0.005, -0.012], [0.002, 0.017, -0.013], [-0.006, -0.003, 0.013], [-0.016, 0.015, 0.008], [0.148, -0.420, -0.010], [-0.011, 0.052, -0.089], [0.081, 0.046, 0.281], [-0.020, 0.010, -0.029], [0.039, -0.107, -0.029], [-0.014, 0.040, 0.020], [-0.212, 0.110, -0.375], [0.037, 0.011, 0.003], [0.008, -0.051, 0.021], [-0.028, 0.000, 0.001], [0.013, 0.037, 0.005], [0.005, -0.005, -0.008], [-0.038, 0.014, -0.013], [0.016, 0.056, -0.017], [0.013, -0.019, -0.004], [0.015, 0.004, 0.019], [-0.008, 0.021, 0.006], [0.008, 0.008, 0.018], [-0.005, -0.010, -0.031], [0.003, 0.009, 0.003], [0.003, -0.013, -0.010], [-0.015, -0.013, 0.005], [-0.006, 0.007, 0.009], [0.017, 0.007, -0.003], [0.024, -0.064, -0.018], [0.041, 0.015, 0.001], [-0.082, 0.051, 0.021], [0.075, -0.019, -0.004], [-0.052, 0.031, 0.057], [0.017, -0.005, 0.040], [0.028, -0.048, 0.024], [-0.003, 0.028, 0.025], [0.003, 0.009, -0.005], [-0.039, -0.052, -0.053], [0.006, 0.042, -0.012], [-0.022, -0.012, -0.007], [0.021, -0.014, -0.011], [-0.006, 0.009, -0.017], [-0.003, 0.012, -0.028], [-0.013, 0.026, 0.010], [-0.003, 0.021, -0.004], [-0.001, 0.019, 0.020], [-0.007, -0.007, 0.043], [-0.011, -0.008, -0.010], [-0.009, -0.014, -0.031], [0.025, -0.010, 0.018], [0.021, -0.014, 0.003], [-0.011, 0.011, -0.018], [0.017, 0.001, 0.003], [0.000, 0.011, 0.001], [-0.014, 0.000, -0.002], [-0.015, -0.006, -0.003], [-0.003, -0.015, -0.017], [-0.086, 0.053, 0.013], [0.203, -0.138, -0.007], [-0.314, 0.200, 0.071], [0.140, -0.126, -0.117], [-0.051, 0.029, 0.027], [-0.026, 0.039, -0.001], [0.003, -0.068, 0.028], [0.026, 0.035, -0.027], [-0.069, 0.010, 0.032], [-0.037, 0.024, 0.018], [0.020, 0.013, -0.030], [0.009, 0.007, -0.011], [0.007, 0.011, -0.010], [0.023, -0.006, -0.011]]}



Record 3
{"formula": "IOP", "method": "ωB97M-V with the def2-TZVPD basis set", "lumo_ev": -1.8, "total_energy_ev": -19437.05460, "e_above_lowest_ev": 0.000, "smiles": "O=PI", "total_charge": 0, "e_homo_ev": -10.05, "orbital_gap_ev": 8.23, "species": ["O", "P", "I"], "xyz": [[-0.425346, 0.400120, -0.002348], [0.458557, -0.892982, 0.001764], [2.767553, 0.106304, -0.000832]], "forces_ev_per_angstrom": [[2.515, -4.559, 0.014], [-1.997, 5.119, -0.016], [-0.518, -0.561, 0.002]]}